# C2H4NP

A cluster of 2 separate species, C2H4NP in total at a distorted geometry (wB97M-V/def2-TZVPD, the Open Molecules 2025 dataset).

CARTESIAN COORDINATES (ANGSTROEM)
H 0.397 -1.539 -1.300
N -0.556 1.808 -0.241
H 0.507 0.245 2.034
C -0.522 0.562 -0.516
H -1.695 0.648 1.310
C -0.879 0.836 0.814
P -0.213 -0.489 -1.869
H 1.004 0.367 -2.339

Results
Energy relative to the best compared isomer or geometry (same formula, charge and spin) ... 122.5 kcal/mol
Largest force on an atom ... 7.0 eV Å⁻¹
Multiplicity ... 1
Calculated total energy ... -474.47840 hartree
Orbital gap (alpha / beta) ... 9.153 / 9.152 eV

Mulliken atomic charge list, values in e, 5 entries: number 1, H, carries 0.070; number 2, N, carries -0.391; number 3, H, carries 0.022; number 4, C, carries 0.391; number 5, H, carries 0.302

# C2H4NP

A cluster of 2 separate species, C2H4NP in total at a distorted geometry (wB97M-V/def2-TZVPD, the Open Molecules 2025 dataset).

CARTESIAN COORDINATES (ANGSTROEM)
H -1.525 0.315 -1.385
N -0.950 0.121 1.029
P 1.616 -0.826 0.547
H -0.924 2.064 -0.149
C 0.159 0.220 0.367
H 0.708 -1.897 0.519
C -0.870 1.011 -0.127
H 1.785 -1.007 -0.801

Results
Energy relative to the best compared isomer or geometry (same formula, charge and spin) ... 126.6 kcal/mol
Largest force on an atom ... 8.1 eV Å⁻¹
Multiplicity ... 3
Expectation value of S² ... 2.02
Calculated total energy ... -474.40681 hartree
Orbital gap (alpha / beta) ... 6.905 / 7.562 eV

Mulliken atomic charge list, values in e, 5 entries: number 1, H, carries 0.195; number 2, N, carries -0.416; number 3, P, carries -0.081; number 4, H, carries 0.330; number 5, C, carries -0.089

# C2H4NPS

An isolated molecule of C2H4NPS at a distorted geometry (wB97M-V/def2-TZVPD, the Open Molecules 2025 dataset).

CARTESIAN COORDINATES (ANGSTROEM)
P -1.951 0.367 -0.283
N -1.620 -0.142 1.027
H 0.954 -0.265 2.085
C 0.900 -0.407 1.052
H 0.025 -0.595 -1.188
S 1.027 0.971 0.104
H 0.270 0.825 -2.154
C -0.057 0.504 -1.212
H 0.453 -1.258 0.570

Results
Energy relative to the best compared isomer or geometry (same formula, charge and spin) ... 70.9 kcal/mol
Largest force on an atom ... 6.1 eV Å⁻¹
Multiplicity ... 3
Expectation value of S² ... 2.03
Calculated total energy ... -872.69580 hartree
Orbital gap (alpha / beta) ... 6.626 / 7.019 eV

Mulliken atomic charge list, values in e, 5 entries: number 1, P, carries 0.261; number 2, N, carries -0.240; number 3, H, carries 0.345; number 4, C, carries -0.761; number 5, H, carries 0.227